C24H19BrCl3N4NaP | ωB97M-V/def2-TZVPD

The net charge is +1. Its HOMO energy is -10.70 eV. The energy relative to the best compared isomer or geometry (same formula, charge and spin) is 0.0000 eV.

Each line ends with the Mulliken charge.
Cartesian coordinates (Å):
Na: 8.59 10.54 9.08  1.090
N: 12.18 11.78 10.48  -0.232
P: 10.73 12.56 10.85  0.490
C: 9.83 11.24 11.69  -0.069
C: 10.33 9.92 11.80  0.371
C: 9.54 8.97 12.43  -0.751
C: 8.24 9.33 12.89  -0.450
C: 7.71 10.60 12.74  -0.882
C: 8.52 11.53 12.07  -0.134
C: 11.27 13.63 12.25  0.207
C: 11.86 13.08 13.39  -0.267
C: 12.47 13.91 14.34  -0.615
C: 12.37 15.34 14.24  -0.590
C: 11.57 15.84 13.22  -0.467
C: 11.11 15.06 12.20  -0.487
C: 12.42 11.30 9.19  0.226
C: 13.75 11.25 8.66  -0.657
C: 13.98 10.66 7.37  -0.425
C: 12.84 10.28 6.66  -0.717
C: 11.60 10.33 7.28  -0.144
N: 11.31 10.84 8.49  0.000
H: 12.97 12.09 11.00  0.241
H: 11.37 9.70 11.51  0.403
H: 9.92 7.97 12.76  0.373
H: 7.68 8.59 13.39  0.486
H: 6.68 10.75 13.12  0.413
H: 8.13 12.57 12.02  0.275
H: 11.90 12.01 13.49  0.398
H: 13.13 13.56 15.13  0.364
H: 12.79 16.01 14.93  0.449
H: 11.30 16.86 13.32  0.421
H: 10.75 15.52 11.31  0.415
H: 14.63 11.68 9.20  0.307
H: 15.02 10.61 7.03  0.393
H: 12.86 9.95 5.64  0.402
H: 10.74 10.06 6.69  0.386
Br: 4.84 5.44 6.12  -0.085
C: 5.95 6.74 6.79  0.332
C: 5.97 7.99 6.19  -0.505
C: 6.80 8.97 6.73  -0.378
N: 7.58 8.80 7.86  -0.252
C: 7.60 7.52 8.29  -0.319
C: 6.81 6.50 7.80  -0.499
H: 5.39 8.18 5.28  0.401
H: 6.88 9.99 6.28  0.358
H: 8.25 7.35 9.14  0.444
H: 6.90 5.44 8.12  0.353
Cl: 7.30 16.11 9.24  -0.083
C: 7.61 14.94 8.04  0.799
Cl: 9.21 15.14 7.40  -0.084
Cl: 6.45 15.04 6.77  -0.088
C: 7.51 13.64 8.67  -0.108
N: 7.43 12.55 9.09  -0.506

=====

C24H51N6O8PS | ωB97M-V/def2-TZVPD

Its HOMO energy is -8.51 eV.

Each line ends with the Mulliken charge.
Cartesian coordinates (Å):
N: -4.70 0.74 2.35  -0.583
P: -4.66 -0.72 2.93  0.521
O: -5.61 -0.83 4.24  -0.504
O: -5.21 -1.74 1.82  -0.570
C: -2.88 -1.03 3.32  1.095
C: -1.99 -0.72 2.33  -0.644
C: -0.56 -0.89 2.52  -0.856
C: -0.14 -1.38 3.73  -0.857
C: -1.05 -1.71 4.78  0.540
N: -0.76 -2.19 6.01  -0.628
S: -2.18 -2.38 6.76  0.128
N: -3.27 -1.86 5.65  -0.594
C: -2.48 -1.55 4.61  0.941
H: -5.29 1.34 2.92  0.131
H: -5.40 -0.07 4.80  0.356
H: -5.03 -1.37 0.94  0.391
H: -2.34 -0.33 1.37  0.261
H: 0.15 -0.61 1.74  0.429
H: 0.94 -1.51 3.87  0.411
C: 6.70 -2.32 1.57  -0.718
O: 6.26 -3.25 0.60  -0.313
C: 6.24 -4.60 1.05  -0.830
C: 4.81 -5.09 1.24  -0.102
N: 4.17 -4.45 2.38  -0.317
C: 2.72 -4.64 2.45  -0.838
C: 1.87 -4.14 1.29  -0.504
O: 1.81 -2.73 1.16  -0.229
C: 2.91 -2.13 0.50  -0.531
H: 6.90 -1.38 1.07  0.233
H: 5.93 -2.14 2.33  0.291
H: 7.62 -2.65 2.05  0.338
H: 6.83 -4.73 1.96  0.399
H: 6.70 -5.20 0.26  0.393
H: 4.82 -6.17 1.39  0.396
H: 4.27 -4.89 0.30  0.103
H: 4.35 -3.46 2.35  0.079
H: 2.38 -4.13 3.35  0.412
H: 2.52 -5.71 2.60  0.411
H: 0.84 -4.46 1.49  0.399
H: 2.14 -4.60 0.33  0.319
H: 3.31 -2.77 -0.29  0.222
H: 3.70 -1.87 1.22  0.153
H: 2.57 -1.20 0.06  0.270
C: -4.66 5.64 2.57  -0.700
O: -5.23 5.52 1.28  -0.321
C: -5.03 6.65 0.44  -0.830
C: -4.04 6.34 -0.67  -0.137
N: -2.69 6.19 -0.15  -0.339
C: -1.74 5.61 -1.10  -0.992
C: -2.02 4.21 -1.64  0.024
O: -1.91 3.17 -0.69  -0.354
C: -3.05 2.99 0.14  0.161
H: -5.06 4.84 3.19  0.225
H: -3.57 5.53 2.54  0.290
H: -4.91 6.60 3.03  0.343
H: -4.73 7.53 1.02  0.397
H: -6.00 6.87 -0.01  0.393
H: -4.06 7.16 -1.40  0.400
H: -4.39 5.43 -1.17  0.156
H: -2.71 5.60 0.67  0.091
H: -0.77 5.57 -0.59  0.424
H: -1.62 6.30 -1.94  0.403
H: -1.25 4.00 -2.39  -0.045
H: -2.98 4.14 -2.18  0.335
H: -3.98 3.19 -0.38  0.254
H: -2.97 3.61 1.04  0.077
H: -3.07 1.95 0.48  -0.293
C: 3.08 -2.59 -5.40  -0.684
O: 1.77 -2.75 -4.91  -0.374
C: 1.67 -2.75 -3.49  -0.845
C: 1.03 -1.47 -2.98  -0.157
N: 1.90 -0.32 -3.16  -0.292
C: 1.25 0.97 -2.96  -0.735
C: 0.07 1.33 -3.87  0.084
O: 0.42 1.56 -5.23  -0.460
C: 0.56 0.39 -6.01  -0.519
H: 3.07 -2.84 -6.46  0.246
H: 3.43 -1.56 -5.30  0.294
H: 3.78 -3.27 -4.90  0.321
H: 2.65 -2.93 -3.02  0.376
H: 1.03 -3.59 -3.22  0.386
H: 0.80 -1.59 -1.91  0.372
H: 0.08 -1.35 -3.52  0.212
H: 2.29 -0.34 -4.09  0.120
H: 2.02 1.74 -3.11  0.368
H: 0.92 1.05 -1.92  0.358
H: -0.33 2.29 -3.51  -0.079
H: -0.76 0.62 -3.79  0.291
H: -0.14 -0.40 -5.71  0.278
H: 1.59 0.02 -5.98  0.156
H: 0.35 0.65 -7.05  0.319

=====

C8H15N3O5 | ωB97M-V/def2-TZVPD

Its HOMO energy is -9.51 eV. The energy relative to the best compared isomer or geometry (same formula, charge and spin) is 0.7873 eV.

Each line ends with the Mulliken charge.
Cartesian coordinates (Å):
C: 2.22 -1.49 -0.66  -0.991
C: 2.86 -0.19 -0.28  0.025
O: 2.93 0.76 -1.33  -0.545
C: 2.18 0.52 0.89  -0.147
N: 2.11 -0.19 2.13  -0.617
C: 0.84 1.21 0.38  0.470
O: 0.88 2.37 -0.05  -0.754
N: -0.23 0.46 0.33  -0.141
C: -1.33 0.80 -0.63  -0.002
C: -1.98 -0.50 -1.16  -1.034
C: -2.21 -1.41 0.01  0.526
N: -3.51 -1.49 0.30  -0.435
O: -1.37 -2.00 0.59  -0.654
C: -2.32 1.71 0.02  0.665
O: -3.51 1.49 0.21  -0.612
O: -1.79 2.86 0.34  -0.531
H: 2.89 -1.99 -1.44  0.354
H: 1.20 -1.47 -1.15  0.018
H: 2.18 -2.21 0.21  0.323
H: 3.92 -0.35 0.03  0.384
H: 2.13 0.59 -1.91  0.378
H: 2.77 1.44 1.08  0.350
H: 1.36 -0.95 2.22  0.301
H: 1.81 0.57 2.77  0.400
H: -0.22 -0.50 0.52  0.288
H: -0.90 1.21 -1.53  0.275
H: -1.28 -1.05 -1.85  0.397
H: -2.95 -0.41 -1.64  0.361
H: -3.77 -2.06 1.10  0.269
H: -4.12 -0.67 0.24  0.265
H: -0.77 2.93 0.26  0.415